Entry 1:
Here is a 5-piece molecular cluster, C36H44Cl2F4O3Si overall in a non-equilibrium geometry from the Open Molecules 2025 dataset. Energies are from wB97M-V/def2-TZVPD.

```
90
Properties=species:S:1:pos:R:3:lowdin_charge:R:1
C -9.08 -4.35 -1.45 -0.102
C -8.24 -3.10 -1.18 -0.211
C -7.25 -3.29 -0.03 -0.233
O -5.94 -2.89 -0.42 -0.230
C -5.19 -2.42 0.71 -0.324
Si -3.34 -2.67 0.46 -0.079
Cl -2.46 -2.82 2.35 0.373
Cl -3.07 -4.45 -0.55 0.343
C -2.48 -1.24 -0.39 -0.313
C -0.98 -1.53 -0.58 -0.276
C -0.25 -0.56 -1.49 -0.205
C 0.01 0.82 -0.89 -0.187
C -1.18 1.79 -0.96 -0.155
C -1.18 2.82 0.16 -0.154
O 0.13 3.36 0.36 -0.007
C 0.72 3.02 1.51 -0.558
C 1.94 3.84 1.83 0.036
O 0.38 2.12 2.21 0.086
H -8.54 -5.26 -1.20 0.065
H -9.34 -4.37 -2.50 0.064
H -9.99 -4.35 -0.87 0.067
H -8.95 -2.34 -0.87 0.098
H -7.75 -2.73 -2.07 0.107
H -7.61 -2.70 0.81 0.115
H -7.19 -4.34 0.25 0.119
H -5.47 -3.01 1.58 0.076
H -5.46 -1.38 0.87 0.096
H -2.58 -0.39 0.28 0.069
H -2.98 -1.02 -1.32 0.089
H -0.50 -1.57 0.39 0.095
H -0.88 -2.52 -1.01 0.081
H -0.72 -0.48 -2.47 0.116
H 0.73 -1.00 -1.68 0.103
H 0.80 1.27 -1.46 0.111
H 0.37 0.74 0.13 0.093
H -2.15 1.30 -0.96 0.095
H -1.12 2.34 -1.89 0.111
H -1.79 3.65 -0.20 0.122
H -1.66 2.47 1.06 0.124
H 2.77 3.27 1.47 0.082
H 1.98 3.96 2.90 0.093
H 1.92 4.79 1.31 0.074
F 3.50 4.36 -0.52 0.048
C 3.15 4.57 -1.80 -0.273
C 4.12 4.49 -2.78 -0.024
C 3.75 4.69 -4.11 -0.091
C 2.44 4.98 -4.43 -0.094
C 1.48 5.06 -3.43 -0.075
C 1.83 4.85 -2.10 -0.013
H 5.14 4.27 -2.51 0.119
H 4.50 4.62 -4.88 0.108
H 2.16 5.13 -5.46 0.104
H 0.45 5.28 -3.68 0.105
H 1.10 4.89 -1.31 0.104
F -2.03 -1.96 9.81 0.054
C -1.90 -2.12 8.48 -0.291
C -0.64 -2.05 7.91 -0.019
C -0.51 -2.22 6.54 -0.077
C -1.63 -2.45 5.76 -0.108
C -2.88 -2.52 6.34 -0.082
C -3.02 -2.35 7.71 -0.020
H 0.22 -1.86 8.54 0.117
H 0.47 -2.17 6.09 0.105
H -1.52 -2.58 4.69 0.017
H -3.76 -2.69 5.73 0.101
H -3.99 -2.41 8.19 0.116
F 5.30 -0.84 4.68 0.055
C 4.64 -0.74 3.51 -0.289
C 5.19 -1.32 2.38 -0.022
C 4.52 -1.21 1.18 -0.085
C 3.31 -0.52 1.11 -0.088
C 2.78 0.06 2.25 -0.071
C 3.45 -0.05 3.46 -0.007
H 6.14 -1.85 2.46 0.116
H 4.93 -1.67 0.29 0.103
H 2.79 -0.44 0.16 0.091
H 1.85 0.60 2.20 0.073
H 3.04 0.39 4.37 0.120
F 3.18 1.95 -6.09 0.055
C 4.22 1.09 -6.00 -0.287
C 4.53 0.31 -7.09 -0.018
C 5.60 -0.57 -7.00 -0.084
C 6.33 -0.66 -5.82 -0.098
C 5.99 0.13 -4.73 -0.082
C 4.93 1.02 -4.82 -0.017
H 3.95 0.39 -8.00 0.117
H 5.87 -1.19 -7.85 0.105
H 7.16 -1.35 -5.75 0.101
H 6.55 0.06 -3.81 0.105
H 4.66 1.66 -3.99 0.106
```

Summary:
- multiplicity = 1
- DFT total energy (hartree) = -3233.3363
- highest occupied orbital energy (eV) = -9.1127
- charge = 0
- SMILES string = CCCOC[Si](Cl)(Cl)CCCCCCOC(C)=O.Fc1ccccc1.Fc1ccccc1.Fc1ccccc1.Fc1ccccc1
- Kohn-Sham gap (eV) = 9.61
- LUMO level (Ha) = 0.01814


Entry 2:
Here is C36H44ClIN2OOsP2S as an isolated structure in a non-equilibrium geometry from the Open Molecules 2025 dataset. Energies are from wB97M-V/def2-TZVPD.

```
89
Properties=species:S:1:pos:R:3:lowdin_charge:R:1
Os 0.10 0.72 -0.15 1.123
C -0.09 -0.01 4.67 -0.079
C -0.83 0.05 3.34 -0.481
C -0.97 -1.34 2.72 -0.128
P -0.05 1.24 2.12 0.938
C -0.84 2.90 2.41 -0.515
C -0.22 3.94 1.47 -0.119
C -0.89 3.39 3.86 -0.105
C 2.41 -0.02 2.52 -0.287
C 3.32 -0.33 3.55 -0.033
C 4.05 -1.50 3.58 -0.261
C 4.92 -1.85 4.75 -0.039
C 3.93 -2.36 2.49 -0.010
C 3.07 -2.08 1.45 0.002
C 2.24 -0.94 1.45 -0.262
N 1.38 -0.68 0.41 -0.203
C 1.49 -1.40 -0.81 -0.350
C 1.20 -2.75 -0.96 -0.021
C 1.38 -3.36 -2.19 -0.009
C 1.85 -2.65 -3.30 -0.253
C 2.03 -3.30 -4.64 -0.038
C 2.11 -1.29 -3.15 -0.025
C 1.94 -0.66 -1.92 -0.279
P 2.06 1.12 -1.52 1.058
C 1.93 2.11 -3.08 -0.502
C 1.47 3.52 -2.69 -0.135
C 3.16 2.16 -3.97 -0.090
C 3.70 1.33 -0.69 -0.491
C 3.91 2.80 -0.29 -0.101
C 4.88 0.76 -1.47 -0.080
H -0.70 -0.57 5.39 0.097
H 0.10 0.98 5.09 0.072
H 0.86 -0.52 4.56 0.070
H -1.82 0.49 3.50 0.096
H -0.01 -1.85 2.70 0.081
H -1.36 -1.29 1.70 0.037
H -1.65 -1.95 3.32 0.099
H -1.87 2.72 2.08 0.092
H -0.08 3.53 0.47 0.033
H 0.74 4.27 1.85 0.043
H -0.88 4.81 1.40 0.091
H 0.09 3.64 4.23 0.035
H -1.35 2.65 4.52 0.068
H -1.51 4.29 3.90 0.090
H 3.42 0.38 4.36 0.091
H 4.97 -1.04 5.47 0.080
H 5.94 -2.09 4.42 0.086
H 4.53 -2.74 5.24 0.088
H 4.51 -3.27 2.46 0.125
H 3.02 -2.77 0.62 0.103
H 0.83 -3.32 -0.11 0.126
H 1.15 -4.41 -2.30 0.123
H 2.16 -4.38 -4.54 0.082
H 2.88 -2.88 -5.16 0.083
H 1.15 -3.13 -5.26 0.092
H 2.45 -0.72 -4.00 0.110
H 1.11 1.62 -3.61 0.106
H 2.26 4.08 -2.19 0.070
H 0.60 3.48 -2.03 0.034
H 1.18 4.07 -3.59 0.072
H 3.94 2.78 -3.53 0.075
H 2.87 2.61 -4.92 0.093
H 3.58 1.17 -4.18 0.066
H 3.58 0.75 0.23 0.089
H 4.14 3.41 -1.16 0.071
H 4.74 2.87 0.41 0.090
H 3.02 3.20 0.20 0.057
H 5.12 1.36 -2.34 0.064
H 4.69 -0.27 -1.79 0.077
H 5.75 0.75 -0.81 0.092
Cl -6.54 3.80 -0.42 0.727
C -4.98 3.13 -0.72 -0.609
C -4.33 3.44 -1.89 -0.162
C -3.05 2.93 -2.15 -0.616
I -2.17 3.29 -4.01 0.966
C -2.37 2.15 -1.22 -0.434
O -1.13 1.79 -1.31 -0.337
C -3.13 1.67 -0.11 -0.165
N -2.58 0.65 0.59 0.077
C -3.29 0.10 1.55 -0.146
C -4.53 0.61 1.98 -0.017
C -5.08 1.68 1.31 0.002
C -4.42 2.19 0.17 -0.167
H -4.81 4.08 -2.62 0.099
H -2.89 -0.79 2.02 0.075
H -5.04 0.16 2.81 0.116
H -6.02 2.11 1.61 0.100
S 2.41 2.58 3.30 0.807
C 1.70 1.25 2.60 -0.789
```

Summary:
- multiplicity = 2
- DFT total energy (hartree) = -3512.2260
- energy relative to the best compared isomer or geometry (same formula, charge and spin) (kcal per mole) = 39.3
- highest occupied orbital energy (alpha / beta) (eV) = -9.9179 / -9.8116
- charge = +1
- Kohn-Sham gap (alpha / beta) (eV) = 6.13 / 5.85
- LUMO level (alpha / beta) (Ha) = -0.13932 / -0.14576


Entry 3:
Here is C36H44F4MnNO3Sb as an isolated structure from the Open Molecules 2025 dataset. Energies are from wB97M-V/def2-TZVPD.

```
90
Properties=species:S:1:pos:R:3:lowdin_charge:R:1
Mn -0.61 0.01 0.63 0.548
C -0.19 -2.24 2.08 -0.256
O -0.75 -1.07 2.66 -0.137
C -2.10 -1.15 3.16 -0.091
C -3.12 -0.86 2.07 -0.123
O -2.61 0.10 1.15 -0.240
C -3.06 1.48 1.27 -0.108
C -2.05 2.23 2.08 -0.153
O -0.78 1.99 1.47 -0.333
C 0.31 2.60 2.15 -0.042
H -0.56 -3.13 2.60 0.167
H 1.80 -1.89 1.30 0.183
H -1.64 -2.29 0.70 0.101
H -2.15 -0.41 3.95 0.138
H -2.29 -2.13 3.59 0.146
H -4.04 -0.49 2.53 0.148
H -3.38 -1.74 1.49 0.134
H -4.05 1.52 1.72 0.149
H -3.11 1.88 0.26 0.115
H -2.02 1.89 3.12 0.139
H -2.29 3.30 2.07 0.149
H 0.19 3.69 2.17 0.106
H 1.22 2.35 1.60 0.094
H 0.37 2.23 3.18 0.102
C 3.75 -4.84 3.72 -0.010
C 3.06 -3.53 3.44 -0.203
C 3.53 -2.32 4.02 0.131
C 2.97 -1.05 3.83 -0.191
C 3.54 0.17 4.50 -0.009
C 1.87 -0.99 3.01 0.097
C 1.35 -2.15 2.30 -0.193
C 1.97 -3.42 2.64 0.068
N -0.63 -2.18 0.68 0.025
C -0.19 -3.20 -0.35 -0.560
C 1.28 -3.06 -0.74 -0.015
C -0.51 -4.61 0.14 -0.015
C -1.03 -2.89 -1.57 -0.038
H 4.24 -4.84 4.70 0.093
H 4.51 -5.04 2.97 0.102
H 3.04 -5.67 3.71 0.093
H 4.40 -2.39 4.66 0.148
H 4.49 -0.04 4.99 0.091
H 2.85 0.55 5.25 0.098
H 3.71 0.97 3.77 0.096
H 1.41 -0.03 2.81 0.114
H 1.57 -4.32 2.18 0.123
H 1.97 -3.52 -0.03 0.078
H 1.56 -2.01 -0.88 0.085
H 1.44 -3.58 -1.69 0.105
H 0.10 -4.92 1.00 0.065
H -0.31 -5.34 -0.65 0.107
H -1.56 -4.71 0.42 0.100
H -0.83 -1.87 -1.91 0.046
H -2.10 -2.99 -1.35 0.102
H -0.79 -3.57 -2.38 0.110
F 1.25 -0.03 0.53 -0.437
F -3.72 6.79 -1.89 0.094
C -3.08 5.61 -1.84 -0.274
C -3.35 4.66 -2.80 0.019
C -2.68 3.45 -2.75 -0.093
C -1.75 3.19 -1.73 -0.359
C -1.52 4.17 -0.77 -0.138
C -2.18 5.40 -0.82 0.011
Sb -0.69 1.36 -1.69 1.628
C -1.20 0.62 -3.58 -0.402
C -0.65 1.21 -4.73 -0.108
C -1.00 0.75 -5.99 0.020
C -1.90 -0.29 -6.09 -0.272
F -2.24 -0.73 -7.31 0.094
C -2.48 -0.88 -4.99 0.010
C -2.12 -0.42 -3.73 -0.139
C 1.30 1.97 -2.05 -0.374
C 1.82 3.14 -1.50 -0.107
C 3.15 3.49 -1.71 0.010
C 3.94 2.65 -2.47 -0.276
F 5.22 2.99 -2.67 0.085
C 3.46 1.49 -3.03 0.011
C 2.13 1.15 -2.81 -0.123
H -4.08 4.88 -3.58 0.132
H -2.89 2.71 -3.51 0.099
H -0.82 4.00 0.04 0.074
H -2.00 6.17 -0.09 0.129
H 0.05 2.03 -4.65 0.111
H -0.59 1.19 -6.89 0.132
H -3.20 -1.68 -5.13 0.128
H -2.59 -0.86 -2.87 0.086
H 1.20 3.81 -0.93 0.087
H 3.57 4.41 -1.30 0.128
H 4.12 0.87 -3.63 0.129
H 1.75 0.24 -3.26 0.103
```

Summary:
- multiplicity = 2
- DFT total energy (hartree) = -3468.7574
- energy relative to the best compared isomer or geometry (same formula, charge and spin) (kcal per mole) = 0.0
- highest occupied orbital energy (alpha / beta) (eV) = -13.1882 / -13.1120
- charge = +2
- Kohn-Sham gap (alpha / beta) (eV) = 5.77 / 5.69
- LUMO level (alpha / beta) (Ha) = -0.27275 / -0.27277